{
  "formula": "C20H15N3O4S5SbW",
  "method": "the ωB97M-V functional and the def2-TZVPD basis",
  "species": ["W", "S", "Sb", "S", "S", "O", "C", "O", "C", "C", "C", "C", "C", "C", "C", "C", "C", "N", "H", "H", "H", "H", "H", "H", "O", "C", "C", "C", "C", "C", "C", "C", "O", "N", "N", "C", "S", "C", "C", "S", "H", "H", "H", "H", "H", "H", "H", "H", "H"],
  "coordinates": [[2.8056, 0.7465, -0.4204], [5.6662, 2.2341, 3.2019], [4.4404, 0.5563, 2.4527], [2.3843, 1.6284, 1.7358], [4.9165, 0.8846, -0.6620], [1.5053, -1.1979, -3.9517], [1.5589, -0.6043, -2.9021], [2.6493, -0.3414, -2.2178], [0.3245, -0.1008, -2.2002], [-0.9457, -0.1177, -2.5495], [-2.0637, 0.3998, -1.6736], [-1.5621, 0.6228, 0.9199], [-2.3973, 0.8547, 2.0093], [-2.1711, 0.3001, 3.2614], [-1.0676, -0.5066, 3.4657], [-0.2011, -0.7480, 2.4144], [-0.4432, -0.1919, 1.1688], [0.6311, 0.4182, -0.9136], [-1.2413, -0.5376, -3.5031], [-2.6900, 0.9990, -2.3477], [-3.2468, 1.5103, 1.8831], [-2.8530, 0.5162, 4.0727], [-0.8672, -0.9369, 4.4377], [0.6828, -1.3553, 2.5586], [-2.7712, -0.7678, -1.2743], [-1.8241, 1.3604, -0.4220], [-3.1509, 2.1018, -0.3418], [-3.2729, 3.4260, -0.3150], [-2.1177, 4.3184, -0.3226], [-0.8928, 3.8076, -0.4732], [-0.6896, 2.3782, -0.6109], [0.5199, 1.8519, -0.7992], [1.7319, 2.3761, -0.9797], [0.3997, -0.5600, 0.0913], [1.7310, -1.0552, 0.3287], [1.8640, -2.3186, 0.0673], [0.4854, -3.3596, -0.0800], [1.4429, -4.7633, -0.7236], [2.8090, -4.7335, -0.0764], [3.4200, -3.0309, -0.1839], [-3.6050, -0.5107, -0.8662], [-4.0499, 1.4927, -0.3329], [-4.2652, 3.8603, -0.2902], [-2.2668, 5.3842, -0.2215], [-0.0138, 4.4386, -0.4989], [1.5061, -4.6588, -1.8060], [0.9017, -5.6753, -0.4763], [3.5237, -5.3634, -0.6040], [2.7699, -5.0316, 0.9705]],
  "s2": 0.760,
  "multiplicity": 2,
  "energy_ha": -3534.61497
}

{
  "formula": "C2H6InO2",
  "method": "the ωB97M-V functional and the def2-TZVPD basis",
  "species": ["In", "C", "C", "O", "O", "H", "H", "H", "H", "H", "H"],
  "coordinates": [[0.0038, 3.2619, 0.1602], [0.7951, -0.4895, 0.0061], [-0.7433, -0.5926, 0.2143], [-1.4098, 0.6468, 0.2746], [1.2687, 0.5101, -0.9221], [1.2371, -1.4712, -0.1640], [1.2078, -0.2168, 0.9774], [-0.9075, -1.2702, 1.0522], [-1.1999, -1.1172, -0.6250], [-2.3579, 0.5058, 0.3277], [2.1059, 0.2328, -1.3014]],
  "s2": 0.755,
  "multiplicity": 2,
  "energy_ha": -419.62222,
  "total_charge": 2
}

{
  "formula": "H14O7",
  "method": "the ωB97M-V functional and the def2-TZVPD basis",
  "species": ["O", "H", "H", "O", "H", "H", "O", "H", "H", "O", "H", "H", "O", "H", "H", "O", "H", "H", "O", "H", "H"],
  "coordinates": [[-0.6005, -0.0679, -0.0546], [-0.6666, 0.8772, 0.1224], [0.2604, -0.1679, -0.4762], [2.2376, 0.8897, 2.6403], [2.0438, -0.0054, 2.9407], [3.1266, 0.8267, 2.2734], [-4.2090, -2.2651, -0.4058], [-3.3942, -1.8694, -0.0763], [-4.8473, -1.5434, -0.3802], [2.0372, -1.0671, -1.0719], [1.3115, -1.5456, -0.6554], [1.6237, -0.6158, -1.8165], [3.9633, -2.0031, -0.4895], [3.6700, -1.1385, -0.1805], [4.9249, -1.9536, -0.4467], [-3.8188, 0.4895, 0.8498], [-4.2897, 1.1127, 1.4144], [-4.0530, 0.7606, -0.0450], [0.3377, 3.7906, -1.3324], [0.8896, 3.0717, -1.6604], [-0.1800, 4.0580, -2.1002]],
  "energy_ha": -535.02350
}

{
  "formula": "C5H9NO3S",
  "method": "the ωB97M-V functional and the def2-TZVPD basis",
  "species": ["C", "N", "C", "O", "C", "C", "S", "C", "O", "O", "H", "H", "H", "H", "H", "H", "H", "H", "H"],
  "coordinates": [[0.8172, 1.5246, -0.5577], [0.9204, 0.3039, 0.0800], [2.2061, -0.3848, -0.1010], [1.9342, -1.6921, -0.5609], [0.6526, -1.8940, -0.5985], [-0.0021, -0.6643, -0.2813], [-1.6988, -0.3629, -0.1313], [-2.0757, 0.4418, 1.5079], [-2.0566, 0.5433, -1.2317], [-2.3250, -1.6812, 0.0043], [0.8404, 1.4648, -1.6044], [-0.2213, 1.9057, -0.4428], [1.5123, 2.1771, -0.1954], [2.8513, 0.1556, -0.8242], [2.6752, -0.6063, 0.8235], [0.4711, -2.9103, -0.9874], [-2.1060, -0.3917, 2.1518], [-1.3430, 1.1697, 1.5440], [-3.0522, 0.9011, 1.4053]],
  "energy_ha": -874.46177
}

{
  "formula": "CH4N2S",
  "method": "the ωB97M-V functional and the def2-TZVPD basis",
  "species": ["S", "N", "C", "N", "H", "H", "H", "H"],
  "coordinates": [[0.8074, -1.2473, -1.2475], [-0.2532, -0.0380, -0.4715], [-0.1294, 0.0043, 0.9813], [0.3312, 1.2468, -0.0603], [-0.0428, -1.6098, -2.1409], [0.7827, -0.3946, 1.5993], [-1.1101, 0.1063, 1.3808], [-0.3858, 1.9322, -0.0413]],
  "energy_ha": -548.06877
}

{
  "formula": "C5H6ClN3",
  "method": "the ωB97M-V functional and the def2-TZVPD basis",
  "species": ["C", "C", "C", "C", "C", "N", "N", "N", "Cl", "H", "H", "H", "H", "H", "H"],
  "coordinates": [[1.1989, 1.5714, -0.1586], [1.9740, 0.4896, 0.3468], [-0.1615, 1.3722, -0.4179], [1.2976, -0.6860, 0.5699], [-0.6069, 0.1289, -0.1033], [-0.0167, -0.8971, 0.2788], [-2.7362, -1.4743, -0.2459], [-2.4077, -0.2236, -0.5432], [-3.2014, 0.9302, 0.4647], [1.7092, 2.3883, -0.5837], [2.8852, 0.7911, 0.6813], [-0.9488, 2.1175, -0.6319], [1.8425, -1.5549, 1.0063], [-2.6300, -1.9601, 0.6598], [-2.4756, -2.1191, -1.0437]],
  "energy_ha": -818.44585
}

{
  "formula": "C9H5N4O5S",
  "method": "the ωB97M-V functional and the def2-TZVPD basis",
  "species": ["C", "C", "S", "O", "H", "H", "H", "N", "C", "C", "C", "C", "N", "O", "O", "C", "C", "N", "O", "O", "N", "C", "H", "H"],
  "coordinates": [[-0.8298, -2.8000, -2.3517], [-0.2533, -1.4575, -1.9891], [1.4269, -1.3287, -1.9208], [-0.9727, -0.4838, -1.7015], [-1.8699, -2.6825, -2.6799], [-0.2467, -3.2612, -3.1586], [-0.8133, -3.4491, -1.4722], [-3.5376, 2.2617, 1.8295], [-2.4595, 1.8606, 1.6032], [-1.1499, 1.3253, 1.3763], [-0.7993, -0.0126, 1.4627], [0.4986, -0.4460, 1.0715], [0.7468, -1.8713, 1.1702], [-0.2763, -2.6002, 1.1827], [1.9134, -2.3036, 1.2086], [1.4527, 0.4215, 0.5320], [1.1424, 1.7702, 0.5724], [1.8252, 2.8762, 0.0532], [2.9273, 3.0249, -0.4418], [0.8958, 3.9642, 0.1185], [-0.3406, 3.5588, 0.6955], [-0.1386, 2.2464, 0.9499], [-1.5408, -0.7314, 1.7978], [2.3991, 0.1180, 0.0915]],
  "energy_ha": -1339.18596,
  "total_charge": -1
}

{
  "formula": "C7H7O3S",
  "method": "the ωB97M-V functional and the def2-TZVPD basis",
  "species": ["C", "C", "C", "S", "C", "O", "C", "C", "O", "C", "O", "H", "H", "H", "H", "H", "H", "H"],
  "coordinates": [[-1.6912, -0.4660, -1.2295], [-0.7725, -0.3552, -0.0556], [-1.6016, -0.3850, 1.2564], [0.4170, -1.9826, -0.1039], [1.8756, -0.9862, 0.1255], [2.9887, -1.5399, 0.3126], [1.5835, 0.4484, 0.0591], [2.6374, 1.3922, -0.0429], [3.8195, 1.1238, -0.1796], [0.1657, 0.7827, 0.0079], [-0.3781, 1.8954, 0.0480], [-2.4731, -1.2808, -1.2191], [-1.0877, -0.6460, -2.1733], [-2.3383, 0.4719, -1.1959], [-2.6256, -0.4261, 0.9326], [-1.5125, 0.6674, 1.7680], [-1.2617, -1.1867, 1.8471], [2.2549, 2.4727, -0.1574]],
  "energy_ha": -894.89964,
  "total_charge": -1
}